(P)
DFT (ωB97M-V/def2-TZVPD) results for a cluster of 9 separate species, C9H36O9 in total.

Summary:
net charge: 0
molecular weight: 288.4 u
SMILES: CO.CO.CO.CO.CO.CO.CO.CO.CO
LUMO level: 0.190 eV

Structure (XYZ):
```
54
C9H36O9 (ωB97M-V/def2-TZVPD)
H -4.539 -1.706 -2.092
C 3.577 -1.007 1.240
H 0.438 3.881 -0.465
H -0.061 0.350 0.768
H 1.682 -0.873 0.854
H 2.680 -3.295 4.690
C 0.185 3.719 -1.542
H -0.678 -1.762 -2.505
C -3.476 1.984 -1.072
H -5.115 -2.915 -1.146
C 3.899 2.776 -3.783
H -0.987 -1.420 1.192
H 1.664 2.543 -2.035
H -3.448 1.884 0.018
C 0.047 1.113 2.582
C 0.035 -0.938 -2.534
H -4.173 0.210 -0.922
O 0.140 0.047 1.686
H 0.146 0.830 -1.633
H -3.063 -1.726 2.501
C 1.928 -2.695 4.113
H -4.000 2.925 -1.353
H 4.364 -1.817 1.162
O 0.705 2.531 -2.100
H 2.253 -1.662 4.192
O -4.071 0.855 -1.639
H -2.347 -3.419 2.588
H 0.830 1.904 2.488
O -1.457 -2.240 1.196
H 3.036 3.092 -4.326
O 3.508 2.843 -2.360
H 4.654 3.567 -4.038
H 4.152 2.421 -1.791
H -3.444 -3.046 -1.532
H 3.933 -0.119 0.732
H -0.916 1.613 2.502
H 1.590 -2.524 2.183
O 1.992 -3.151 2.759
H -0.063 -0.555 -3.543
H 0.438 4.592 -2.024
C -4.234 -2.336 -1.268
H -2.436 2.059 -1.404
H 4.271 1.753 -4.036
H -3.110 -2.083 0.143
C -2.099 -2.354 2.492
O -0.236 -0.079 -1.428
H 0.171 0.686 3.539
O -3.926 -1.617 -0.111
H -1.430 -2.235 3.341
H 0.938 -2.661 4.611
O 2.387 -1.517 0.710
H 3.465 -0.688 2.344
H 1.075 -1.346 -2.378
H -0.873 3.605 -1.566
```


(Q)
DFT (ωB97M-V/def2-TZVPD) results for a cluster of 9 separate species, C9H36O9 in total.

Summary:
net charge: 0
molecular weight: 288.4 u
SMILES: CO.CO.CO.CO.CO.CO.CO.CO.CO
LUMO level: 0.315 eV

Structure (XYZ):
```
54
C9H36O9 (ωB97M-V/def2-TZVPD)
H 1.863 0.789 -3.032
H -1.246 -0.686 -0.273
H -4.922 -0.687 0.786
H 3.842 1.473 0.343
H -1.263 3.684 0.879
O 1.593 0.868 -4.006
H -0.582 -4.930 -1.466
O -4.703 0.035 1.289
H -0.233 -0.249 -3.607
C -3.890 -2.691 -0.898
O -5.252 -2.582 -0.534
O -0.967 5.535 1.787
C 3.608 1.115 -0.690
H 2.841 3.519 1.993
H -3.651 -3.623 -1.640
H -1.012 3.461 2.482
H -0.613 -3.708 -0.514
H -3.068 -3.103 -0.037
O 2.252 2.776 2.073
H -0.034 0.460 -1.040
H 1.179 -1.075 -4.104
H 3.824 -1.343 1.875
H 1.558 2.622 3.965
H 0.119 3.871 1.083
H 3.765 0.105 -0.846
C 0.808 -0.277 -4.296
H 2.011 0.873 3.276
H -5.603 -3.491 -0.334
H 0.848 -3.848 -1.469
H -4.951 1.320 -0.139
H 3.456 -3.361 2.024
H -0.944 5.833 2.543
H -3.669 1.785 1.234
H 2.270 2.421 -1.261
H 0.627 -0.290 -5.372
C -0.828 4.126 1.685
O 3.054 -2.910 2.696
C 2.192 2.091 3.312
H -3.383 -1.764 -1.447
H 0.397 -0.906 -0.222
C -4.164 0.990 0.522
H 2.358 -0.878 2.540
O -0.775 -3.495 -2.675
H 0.518 1.256 0.946
C 2.857 -1.702 2.089
O -0.128 0.688 0.987
H 2.328 -1.979 1.273
H -0.415 -3.878 -3.499
O 2.304 1.512 -1.152
H 3.180 2.136 3.779
H 4.395 1.461 -1.127
H -3.279 0.810 -0.115
C -0.208 -4.037 -1.457
C -0.238 -0.118 -0.193
```


Relative energies in kcal/mol: (P) 0.0; (Q) 180.5


(P)
DFT (ωB97M-V/def2-TZVPD) results for an isolated molecule of C3H4O3S.

Summary:
net charge: 0
molecular weight: 120.1 u
SMILES: O=C(O)C(=S)CO
LUMO level: -1.991 eV

Structure (XYZ):
```
11
C3H4O3S (ωB97M-V/def2-TZVPD)
C -0.102 -0.031 -0.071
O 1.916 -1.324 0.048
H -0.710 -2.007 -0.720
H 2.982 1.002 -0.269
O -2.176 -1.032 -0.101
O 2.048 0.976 -0.036
H -2.383 0.024 -0.138
S -1.010 1.455 0.052
C 1.385 -0.265 -0.015
H -0.601 -1.745 1.119
C -0.856 -1.291 0.067
```


(Q)
DFT (ωB97M-V/def2-TZVPD) results for a cluster of 2 separate species, C3H4O3S in total.

Summary:
net charge: 0
molecular weight: 120.1 u
LUMO level: 0.747 eV

Structure (XYZ):
```
11
C3H4O3S (ωB97M-V/def2-TZVPD)
O -0.705 1.251 -0.273
O -3.861 -0.015 -0.854
H 2.882 0.879 -0.052
O -2.745 -1.205 0.747
S 0.486 1.190 0.573
H 0.594 -1.204 -0.054
H 1.715 -0.854 1.337
C 1.912 0.538 -0.378
C -3.285 -0.587 -0.052
C 1.219 -0.486 0.454
H 1.789 0.493 -1.449
```


(R)
DFT (ωB97M-V/def2-TZVPD) results for a structure of composition C3H4O3S.

Summary:
net charge: 0
molecular weight: 120.1 u
LUMO level (spin up / spin down): -0.150 / -0.621 eV

Structure (XYZ):
```
11
C3H4O3S (ωB97M-V/def2-TZVPD)
H -0.875 -2.035 -0.522
O -0.448 2.111 0.331
S 2.192 -0.371 -0.502
C 0.283 0.954 0.231
C -1.422 -1.060 -0.224
C -0.320 -0.273 0.243
H -2.178 -1.414 0.556
H -0.057 2.943 0.683
O 1.598 1.115 0.184
H -1.884 -0.867 -1.211
O 3.112 -1.103 0.230
```


Relative energies in kcal/mol: (P) 24.2; (Q) 0.0; (R) 93.9


(P)
DFT (ωB97M-V/def2-TZVPD) results for an isolated molecule of C4H7N3S.

Summary:
net charge: 0
molecular weight: 129.2 u
LUMO level: 0.547 eV

Structure (XYZ):
```
15
C4H7N3S (ωB97M-V/def2-TZVPD)
H 2.931 0.798 0.416
N -1.091 -0.050 -1.057
C -2.478 0.009 0.594
H 1.761 0.676 1.668
C -1.178 -0.417 1.095
N 1.169 -0.814 -1.830
H 2.138 -0.870 -2.155
H 1.380 1.595 0.283
C 1.860 0.723 0.602
S 1.328 -0.861 -0.170
N -2.320 0.313 -0.700
H -0.899 0.059 -2.026
H -3.465 0.052 1.202
C -0.335 -0.478 0.007
H -0.801 -0.735 2.071
```


(Q)
DFT (ωB97M-V/def2-TZVPD) results for a structure of composition C4H7N3S.

Summary:
net charge: 0
molecular weight: 129.2 u
LUMO level: -0.580 eV

Structure (XYZ):
```
15
C4H7N3S (ωB97M-V/def2-TZVPD)
N -1.599 0.590 2.049
H -0.967 1.484 2.373
H 3.390 -1.387 -0.254
C -1.696 0.565 -0.086
H 2.071 -1.125 1.130
H -1.960 0.675 -1.099
C 0.243 -0.044 -1.337
C 1.660 -0.536 -1.329
H 1.873 -0.690 -2.612
N -0.444 -0.310 -0.134
H -2.292 0.396 2.785
C 2.288 -1.035 -0.201
H -0.072 -0.179 0.772
N -2.462 1.089 0.816
S -0.034 0.507 -2.871
```


Relative energies in kcal/mol: (P) 0.0; (Q) 64.3


(P)
DFT (ωB97M-V/def2-TZVPD) results for an isolated molecule of C4H7N3S.

Summary:
net charge: 0
molecular weight: 129.2 u
SMILES: Cn1nccc1NS
LUMO level: 0.665 eV

Structure (XYZ):
```
15
C4H7N3S (ωB97M-V/def2-TZVPD)
H 1.359 -1.390 -1.499
S -3.102 0.116 -0.380
H -3.818 0.500 0.697
C 1.115 2.094 0.022
C 1.311 -1.332 -0.380
N 0.875 0.006 -0.049
N 1.720 0.979 -0.169
N -1.587 -0.295 0.326
H 0.722 -2.162 0.185
H -1.599 -1.248 0.624
H 2.379 -1.419 -0.100
C -0.404 0.508 0.057
H -0.900 2.726 0.179
H 1.453 3.111 -0.313
C -0.255 1.890 0.226
```


(Q)
DFT (ωB97M-V/def2-TZVPD) results for an isolated molecule of C4H7N3S.

Summary:
net charge: 0
molecular weight: 129.2 u
SMILES: CNc1nc(S)c[nH]1
LUMO level: 0.685 eV

Structure (XYZ):
```
15
C4H7N3S (ωB97M-V/def2-TZVPD)
H 3.207 0.165 1.392
C -1.147 0.094 -0.034
H -3.008 -1.066 -0.925
N 2.212 -0.781 -0.285
C 3.351 -0.092 0.329
H 1.459 1.882 -0.263
H 4.179 -0.788 0.199
N -0.147 -0.884 -0.073
S -2.854 -0.301 0.174
C 0.952 -0.202 -0.151
H 2.184 -1.739 -0.026
H -1.006 2.387 -0.035
H 3.619 0.808 -0.246
C -0.609 1.337 -0.055
N 0.757 1.143 -0.130
```


(R)
DFT (ωB97M-V/def2-TZVPD) results for an isolated molecule of C4H7N3S.

Summary:
net charge: 0
molecular weight: 129.2 u
SMILES: Nc1ccc(N)n1S
LUMO level: 0.486 eV

Structure (XYZ):
```
15
C4H7N3S (ωB97M-V/def2-TZVPD)
H 2.974 -1.124 -0.023
C 1.624 1.122 -0.062
H -2.321 2.276 -0.057
H 2.540 1.596 -0.640
H -2.358 0.455 -0.402
H -1.696 -2.108 1.069
N 1.987 -1.403 0.115
C -0.553 1.101 0.020
S -1.162 -1.483 -0.212
C 1.280 -0.191 0.292
H 1.854 -1.696 -0.974
N -1.883 1.256 0.157
C 0.563 1.945 -0.127
H 0.371 3.049 -0.266
N -0.142 -0.222 0.290
```


Relative energies in kcal/mol: (P) 46.8; (Q) 0.0; (R) 69.6


(P)
DFT (ωB97M-V/def2-TZVPD) results for a cluster of 2 separate species, C12H12 in total.

Summary:
net charge: 0
molecular weight: 156.2 u
SMILES: c1ccccc1.c1ccccc1
LUMO level: 0.837 eV

Structure (XYZ):
```
24
C12H12 (ωB97M-V/def2-TZVPD)
H 4.252 0.406 -1.891
C -2.570 -1.384 0.053
C -3.850 -0.945 -0.010
C 2.434 -1.393 0.299
H -0.360 -0.451 -0.010
H -4.769 -1.619 0.062
H 2.335 1.789 1.651
H -5.373 0.659 -0.381
H 4.079 -1.816 -1.165
C 3.399 -0.986 -0.672
C 3.744 0.333 -0.910
C -3.162 1.376 -0.115
C -4.224 0.420 -0.267
H 1.000 -0.635 1.816
C 3.244 1.334 -0.068
H -2.060 -2.346 0.150
H -3.395 2.431 -0.240
H 1.856 -2.321 -0.126
C -1.506 -0.408 0.015
H -1.095 1.855 -0.087
C 2.376 0.857 1.006
C 1.927 -0.459 1.217
C -1.863 0.969 -0.044
H 3.584 2.336 -0.284
```


(Q)
DFT (ωB97M-V/def2-TZVPD) results for an isolated molecule of C12H12.

Summary:
net charge: 0
molecular weight: 156.2 u
SMILES: Cc1ccc2cc(C)ccc2c1
LUMO level: 0.781 eV

Structure (XYZ):
```
24
C12H12 (ωB97M-V/def2-TZVPD)
H -0.656 2.591 3.632
C 0.942 -0.240 -1.662
C -0.997 1.539 1.811
C -0.612 2.286 0.635
C 1.062 -1.565 -1.707
C 1.473 -2.048 -3.081
C -0.695 0.206 1.782
H -0.606 3.363 0.595
H 0.352 2.499 -1.283
H -2.214 3.098 2.908
H 0.815 -2.923 -3.422
H -0.956 -0.409 2.750
C 0.526 -2.428 -0.666
C -0.248 -0.427 0.552
C 0.270 0.401 -0.527
H -0.420 -2.394 1.368
C -1.541 2.147 3.090
H -2.063 1.429 3.671
H 1.296 0.374 -2.493
C -0.019 1.796 -0.462
H 0.550 -3.549 -0.792
H 2.379 -2.643 -3.175
H 1.500 -1.263 -3.910
C -0.138 -1.839 0.384
```


Relative energies in kcal/mol: (P) 53.4; (Q) 0.0


(P)
DFT (ωB97M-V/def2-TZVPD) results for an isolated molecule of C3H7N3S2.

Summary:
net charge: 0
molecular weight: 149.2 u
SMILES: [H]/N=C(/NS)NC(C)=S
LUMO level: -0.011 eV

Structure (XYZ):
```
15
C3H7N3S2 (ωB97M-V/def2-TZVPD)
S 1.397 -1.790 -0.869
H -0.702 1.236 -1.518
H 0.332 -2.291 -0.259
H 1.246 2.662 -0.924
H -0.219 -0.896 1.452
N 1.611 -0.358 0.012
H 2.583 -0.185 0.184
C 1.038 0.845 -0.442
N 1.751 1.890 -0.470
C -1.340 -0.053 -0.158
H -1.348 0.263 1.995
N -0.355 0.726 -0.718
S -2.722 -0.260 -0.997
H -2.051 -1.244 1.462
C -1.221 -0.544 1.249
```


(Q)
DFT (ωB97M-V/def2-TZVPD) results for an isolated molecule of C3H7N3S2.

Summary:
net charge: 0
molecular weight: 149.2 u
SMILES: C/C(=N/S)S/C=N\N
LUMO level: 0.462 eV

Structure (XYZ):
```
15
C3H7N3S2 (ωB97M-V/def2-TZVPD)
H 1.128 -2.341 -0.976
H 1.800 -0.187 2.203
N 1.412 -1.394 -0.769
H 0.633 2.289 -1.794
C -0.865 0.790 -0.164
C -1.526 -0.185 0.798
N 1.533 -1.377 0.622
H -0.876 -1.105 0.838
N -1.362 1.237 -1.238
S -0.592 2.316 -2.315
C 1.475 -0.247 1.161
H 0.600 -0.833 -1.077
H -1.641 0.237 1.793
S 0.811 1.267 0.485
H -2.531 -0.469 0.433
```


Relative energies in kcal/mol: (P) 0.0; (Q) 34.6